Entry 1:
C14H15NO2 in the gas phase. Source: the Open Molecules 2025 dataset; level of theory: ωB97M-V with the def2-TZVPD basis set.

```
32
Properties=species:S:1:pos:R:3:nbo_charge:R:1
O 1.8368 0.8997 -0.0675 -0.5080
C 0.9017 0.2758 0.3427 0.5830
C 0.4913 0.5594 1.7721 -0.1666
C 0.5375 1.8752 2.2716 -0.1467
C -0.0161 2.1490 3.5610 -0.2235
C -0.6988 1.1326 4.2434 -0.1868
C -0.8080 -0.1596 3.7524 -0.2149
C -0.1874 -0.4623 2.4726 -0.0218
C -0.5079 -1.7040 1.6847 -0.0487
N -0.5688 -1.7727 0.3427 0.1519
O -0.9975 -2.8074 -0.2194 -0.4979
C 0.1103 -0.7995 -0.5154 -0.0095
C 0.9606 -1.5263 -1.6512 -0.4021
C 1.3692 -0.6581 -2.8980 -0.4095
C 0.3151 0.3243 -3.4243 -0.4124
C -0.6554 0.9000 -2.4090 -0.3867
C -1.1019 -0.1951 -1.3544 -0.3795
H 1.0519 2.7863 1.8101 0.2417
H -0.1219 3.1082 3.9480 0.2149
H -1.2272 1.4075 5.2288 0.2213
H -1.3273 -0.9508 4.3386 0.2270
H -1.1772 -2.3801 2.1261 0.2130
H 1.9444 -1.8810 -1.1935 0.2202
H 0.4699 -2.4346 -2.0096 0.2513
H 1.6429 -1.2581 -3.7416 0.2157
H 2.2843 -0.0758 -2.7656 0.2163
H -0.2719 -0.0337 -4.2774 0.1963
H 0.7589 1.1729 -3.9512 0.2116
H -0.2082 1.7429 -1.8885 0.1999
H -1.5480 1.2210 -2.9697 0.2128
H -1.5950 -0.9102 -1.8648 0.2252
H -1.6564 0.4546 -0.6939 0.2123
```

## Properties
LUMO energy: -0.327 eV
SMILES string: O=C1c2ccccc2C=[N+]([O-])C12CCCCC2
Kohn-Sham gap: 7.88 eV
energy above the lowest of the compared OMol25 structures with the same formula, charge and spin: 61.8 kcal/mol

Entry 2:
3 unconnected molecules or ions with the total composition C5H16O2. Source: the Open Molecules 2025 dataset; level of theory: ωB97M-V with the def2-TZVPD basis set.

```
23
Properties=species:S:1:pos:R:3:nbo_charge:R:1
C -1.3959 -0.1517 -1.9314 -0.6098
C -0.1402 0.6961 -2.0927 -0.4109
C 0.8322 0.7958 -0.8963 -0.3932
C 0.3024 0.2281 0.4586 -0.3906
C -0.7930 1.2049 0.9993 -0.6128
H -1.8656 -0.3046 -2.9030 0.2130
H -2.1274 0.3335 -1.2922 0.2070
H -1.1769 -1.1527 -1.5493 0.1946
H -0.4144 1.6993 -2.3720 0.1990
H 0.4348 0.3261 -2.9436 0.2032
H 1.8324 0.4350 -1.1259 0.2030
H 0.9716 1.8547 -0.6705 0.1887
H -0.0789 -0.7725 0.2686 0.1861
H 1.1314 0.2611 1.1501 0.2074
H -1.5157 0.6298 1.5808 0.2190
H -0.2750 1.8760 1.6900 0.1911
H -1.1570 1.8471 0.2097 0.2025
O 0.7931 -4.4672 0.1571 -0.9344
H 0.2860 -4.8796 -0.5619 0.4672
H 0.4375 -3.5665 0.1978 0.4679
O 1.0453 0.7657 4.0384 -0.9286
H 1.9914 0.6737 3.8714 0.4661
H 0.8818 1.6679 3.7171 0.4645
```

## Properties
LUMO energy: 0.691 eV
SMILES string: CCCCC.O.O
Kohn-Sham gap: 11.67 eV
energy above the lowest of the compared OMol25 structures with the same formula, charge and spin: 19.1 kcal/mol

Entry 3:
2 unconnected molecules or ions with the total composition C5H15NO2. Source: the Open Molecules 2025 dataset; level of theory: ωB97M-V with the def2-TZVPD basis set.

```
23
Properties=species:S:1:pos:R:3:mulliken_spin:R:1
C -1.1531 -1.9757 -1.2673 0.0167
N -1.4908 -0.6874 -0.6206 0.7528
C -0.4646 0.3705 -0.3316 0.0068
C -1.3305 1.6040 0.0662 0.0111
C -0.6688 2.8928 -0.4485 0.0058
O 0.4454 3.2064 0.4378 0.0055
C 0.7607 0.1705 0.6891 0.1353
H -1.6676 -2.7371 -0.6787 0.0202
H -1.6346 -2.0560 -2.2351 0.0397
H -0.0921 -2.1682 -1.3031 0.0166
H -1.9901 -0.9668 0.2198 -0.0150
H 0.0054 0.4848 -1.3142 0.0090
H -2.3268 1.4644 -0.4008 -0.0049
H -1.4284 1.6315 1.1367 0.0025
H -0.2011 2.7046 -1.4319 0.0016
H -1.3321 3.7615 -0.4236 0.0029
H 1.2097 3.2604 -0.1428 -0.0001
H 0.2688 0.6606 1.5109 -0.0001
H 1.6423 0.6387 0.2628 0.0065
H 0.6655 -0.8379 1.0151 -0.0126
H 4.0813 -4.4021 1.4737 0.0000
H 2.9527 -3.3114 1.7211 0.0000
O 3.7490 -3.7081 2.0650 0.0000
```

## Properties
LUMO energy (alpha / beta): -3.206 / -8.197 eV
Kohn-Sham gap (alpha / beta): 10.66 / 5.67 eV
multiplicity: 2
<S²>: 0.75
charge: +1
energy above the lowest of the compared OMol25 structures with the same formula, charge and spin: 63.4 kcal/mol

Entry 4:
C4H5ClO in the gas phase. Source: the Open Molecules 2025 dataset; level of theory: ωB97M-V with the def2-TZVPD basis set.

```
11
Properties=species:S:1:pos:R:3:nbo_charge:R:1
Cl -2.0945 0.0051 0.0286 0.0061
C -0.3424 0.0923 0.1259 -0.1676
C 0.5400 1.2120 0.0202 0.1194
O 1.8081 0.7481 -0.1709 -0.5126
C 1.8088 -0.6362 0.2593 -0.0913
C 0.5024 -1.2077 -0.2911 -0.4652
H 0.6312 2.4402 -0.2016 0.2491
H 2.9258 -1.0107 -0.0874 0.2116
H 1.8760 -0.7434 1.4938 0.1906
H 0.1294 -2.0986 0.3488 0.2344
H 0.5267 -1.4213 -1.3583 0.2254
```

## Properties
LUMO energy: 0.920 eV
SMILES string: ClC1=COCC1
Kohn-Sham gap: 9.40 eV
energy above the lowest of the compared OMol25 structures with the same formula, charge and spin: 50.4 kcal/mol

Entry 5:
C5H6O2 in the gas phase. Source: the Open Molecules 2025 dataset; level of theory: ωB97M-V with the def2-TZVPD basis set.

```
13
Properties=species:S:1:pos:R:3:nbo_charge:R:1
O -0.5675 -0.6865 2.2437 -0.5172
C -0.4030 -0.5266 1.0596 0.5750
C -1.5145 -0.4089 0.0135 -0.1833
O -0.9200 0.0155 -1.2004 -0.5039
C 0.4805 0.0374 -1.0618 0.0955
C 1.0638 1.0589 -0.1446 -0.4216
C 0.8882 -0.3796 0.3156 -0.3790
H -2.2942 0.2920 0.3279 0.2102
H -1.9666 -1.4030 -0.1166 0.2070
H 1.0017 -0.2661 -1.9654 0.2104
H 0.4017 1.7939 0.3067 0.2257
H 2.0804 1.4007 -0.3132 0.2319
H 1.7377 -1.0064 0.5634 0.2492
```

## Properties
LUMO energy: 0.879 eV
SMILES string: O=C1CO[C@H]2C[C@@H]12
Kohn-Sham gap: 10.64 eV
energy above the lowest of the compared OMol25 structures with the same formula, charge and spin: 33.5 kcal/mol

Entry 6:
4 unconnected molecules or ions with the total composition C18H48NO16P3. Source: the Open Molecules 2025 dataset; level of theory: ωB97M-V with the def2-TZVPD basis set.

```
86
Properties=species:S:1:pos:R:3:lowdin_charge:R:1
C -0.5250 2.1262 -2.1661 -0.1322
O -1.0872 1.2980 -3.1767 -0.2210
C -1.7994 0.1838 -2.6212 -0.2119
C -0.8548 -0.8184 -1.8125 -0.1695
C 0.3700 -1.1794 -2.7283 -0.1142
C 1.4408 -2.1372 -2.0187 -0.4565
C 1.7854 -1.4811 -0.6235 -0.0191
C 0.6821 -3.5329 -1.8113 -0.0882
O 1.0053 -4.0092 -0.4725 -0.1943
O -0.1833 -4.2126 0.2442 -0.0448
O 2.5384 -2.2112 -2.9247 -0.1178
C 3.6423 -2.9548 -2.3966 -0.1946
C 4.8039 -2.0613 -1.7825 -0.2474
N 6.1473 -2.3865 -2.3166 -0.0143
H -1.2934 2.5516 -1.4532 0.0982
H 0.2521 1.6180 -1.5319 0.0766
H -0.0001 2.9694 -2.7019 0.0981
H -2.3113 -0.3445 -3.4736 0.1306
H -2.6196 0.5611 -1.9492 0.1187
H -0.5963 -0.2837 -0.8635 0.0940
H -1.4701 -1.7138 -1.5120 0.1021
H 0.8618 -0.2938 -3.2138 0.1275
H -0.0439 -1.7967 -3.5862 0.1323
H 1.9904 -0.3802 -0.7752 0.0997
H 0.9322 -1.5424 0.1111 0.0867
H 2.6578 -1.9666 -0.1034 0.0802
H 1.1839 -4.2532 -2.5282 0.1399
H -0.4145 -3.4748 -2.0047 0.1246
H -0.4732 -5.1103 -0.0035 0.1052
H 3.3660 -3.7455 -1.6504 0.1189
H 4.1041 -3.5017 -3.2733 0.1242
H 4.8256 -2.2967 -0.6746 0.1068
H 4.5455 -0.9680 -1.8515 0.1195
H 6.4651 -1.5901 -2.8644 0.0636
H 6.7746 -2.5309 -1.5273 0.0457
C -2.5957 -1.4260 2.2769 -0.1242
O -3.6819 -0.6715 1.7347 -0.2542
P -4.8030 -1.5803 0.8096 0.6776
O -3.8938 -1.7661 -0.3901 -0.2684
O -5.7309 -0.2404 0.6349 -0.2575
C -6.1767 0.4382 1.8170 -0.1173
O -6.0507 -2.5613 0.1693 -0.2451
C -7.2337 -2.6967 0.9648 -0.1347
H -1.9938 -0.7619 2.8973 0.0888
H -2.9725 -2.2414 2.8971 0.0806
H -1.9698 -1.8271 1.4773 0.0714
H -5.5339 1.2989 2.0039 0.0893
H -6.1624 -0.2216 2.6878 0.0791
H -7.1968 0.7882 1.6585 0.0844
H -7.9059 -1.8562 0.7772 0.0851
H -6.9912 -2.7440 2.0286 0.0778
H -7.7388 -3.6207 0.6807 0.0846
C -8.2056 5.9406 4.7981 -0.1321
O -7.7436 5.7865 3.4553 -0.2560
P -8.4478 4.4829 2.5934 0.6802
O -7.6627 3.4218 3.3430 -0.2718
O -7.6272 4.9380 1.2475 -0.2546
C -7.8253 6.2626 0.7454 -0.1256
O -9.3302 3.3167 1.7042 -0.2531
C -10.2645 3.8144 0.7388 -0.1325
H -7.7444 6.8344 5.2181 0.0877
H -9.2901 6.0633 4.8145 0.0794
H -7.9205 5.0781 5.4024 0.0812
H -7.0031 6.9015 1.0714 0.0878
H -8.7710 6.6881 1.0891 0.0778
H -7.8332 6.2255 -0.3443 0.0889
H -9.7502 4.0260 -0.2014 0.0863
H -10.7609 4.7181 1.0990 0.0774
H -11.0204 3.0488 0.5609 0.0860
C 10.4375 -3.4840 0.3669 -0.1304
O 10.7514 -2.3686 -0.4683 -0.2570
P 10.2842 -0.8421 0.1570 0.6735
O 8.7974 -1.0240 -0.0813 -0.2692
O 10.9941 -0.1123 -1.1302 -0.2556
C 12.3753 -0.3800 -1.3864 -0.1290
O 10.0976 0.6658 0.9431 -0.2417
C 11.2967 1.3208 1.3726 -0.1328
H 10.8408 -4.3836 -0.0977 0.0883
H 10.8935 -3.3613 1.3510 0.0799
H 9.3568 -3.5933 0.4700 0.0805
H 12.4600 -1.1302 -2.1741 0.0876
H 12.8908 -0.7366 -0.4916 0.0772
H 12.8531 0.5408 -1.7225 0.0881
H 11.7233 1.8942 0.5463 0.0852
H 12.0311 0.6003 1.7391 0.0776
H 11.0461 2.0061 2.1829 0.0865
```

## Properties
LUMO energy: -2.378 eV
SMILES string: COCCC[C@@](C)(COO)OCCN.COP(=O)(OC)OC.COP(=O)(OC)OC.COP(=O)(OC)OC
Kohn-Sham gap: 6.13 eV

Entry 7:
A molecular structure, C13H15Cl5O3PS3Ti. Source: the Open Molecules 2025 dataset; level of theory: ωB97M-V with the def2-TZVPD basis set.

```
41
Properties=species:S:1:pos:R:3:nbo_charge:R:1
Ti 1.1322 0.3347 0.4967 1.1442
S -2.8279 -0.4629 1.5349 0.1464
C -1.3245 -0.4796 0.9254 -0.5585
S -0.8689 0.2361 -0.6264 0.0419
S 0.0419 -1.1880 1.8078 0.0215
Cl 1.1754 -2.6232 -0.9799 0.1169
C 2.4778 -1.5941 -1.4246 -0.0182
C 2.5207 -0.3657 -0.7644 -0.4769
C 3.5244 0.5141 -1.1627 -0.0412
Cl 3.4457 2.0707 -0.4175 0.0919
C 4.4894 0.2089 -2.1132 -0.0925
Cl 5.7155 1.3343 -2.5195 0.0968
C 4.4257 -1.0479 -2.7358 -0.0333
Cl 5.5918 -1.4660 -3.9070 0.1253
C 3.4041 -1.9521 -2.4060 -0.0969
Cl 3.2814 -3.4522 -3.2183 0.1076
C 3.0915 4.8404 2.2071 -0.6361
C 1.8286 5.1830 1.4416 -0.0670
O 0.8065 4.2116 1.7047 -0.8149
P 0.5318 2.8875 0.8625 1.7420
O 1.4881 1.7117 1.7171 -0.8355
C 1.4437 1.5735 3.1546 -0.0812
C 2.5846 0.6656 3.5844 -0.6275
O -0.8064 2.3909 1.5964 -0.8428
C -2.0346 3.1538 1.6570 -0.0622
C -2.0554 4.0546 2.8787 -0.6349
H 3.7968 5.6589 2.1226 0.2433
H 3.5514 3.9380 1.8111 0.2036
H 2.8644 4.6939 3.2592 0.2196
H 2.0252 5.2523 0.3697 0.1907
H 1.4164 6.1308 1.7912 0.2117
H 0.4753 1.1438 3.4501 0.2245
H 1.5494 2.5704 3.5936 0.2200
H 2.5102 -0.3083 3.0698 0.2135
H 2.5185 0.5023 4.6584 0.2535
H 3.5504 1.1216 3.3647 0.2284
H -2.8272 2.4012 1.7106 0.2175
H -2.1472 3.7266 0.7332 0.1863
H -1.9038 3.4651 3.7799 0.2185
H -3.0156 4.5585 2.9490 0.2352
H -1.2736 4.8066 2.8151 0.2188
```

## Properties
LUMO energy: -4.955 eV
Kohn-Sham gap: 6.73 eV
charge: +1
energy above the lowest of the compared OMol25 structures with the same formula, charge and spin: 28.5 kcal/mol

Entry 8:
C2H6N2S2 in the gas phase. Source: the Open Molecules 2025 dataset; level of theory: ωB97M-V with the def2-TZVPD basis set.

```
12
Properties=species:S:1:pos:R:3:nbo_charge:R:1
C -1.5443 0.3729 -0.1027 -0.4266
N -0.5583 -0.5776 -0.6755 -0.5901
C 0.7772 -0.5272 -0.5817 0.2848
S 1.5308 -1.8503 -1.2910 -0.2631
N 1.5702 0.5156 0.0309 -0.7529
S 1.1410 1.1340 1.5779 0.1736
H -1.7498 0.2805 1.0315 0.2084
H -2.4844 0.1971 -0.6293 0.2119
H -1.1625 1.3747 -0.3154 0.2128
H -0.9042 -1.2653 -1.3551 0.4320
H 2.5311 0.2625 -0.0405 0.4142
H 0.8532 0.0831 2.3508 0.0950
```

## Properties
LUMO energy: 0.414 eV
SMILES string: CNC(=S)NS
Kohn-Sham gap: 8.78 eV
energy above the lowest of the compared OMol25 structures with the same formula, charge and spin: 15.7 kcal/mol

no.,electronic energy (a.u.),strongest force on any atom (eV/Å)
1,-747.5939,6.00
2,-350.5518,1.93
3,-404.3579,4.49
4,-690.7408,4.10
5,-344.5486,0.51
6,-2996.9456,9.50
7,-5416.2440,3.31
8,-985.6584,3.03